Record 1
DFT (ωB97M-V/def2-TZVPD) results for a cluster of 2 separate species, C5H9NO2 in total at a distorted geometry.

Atoms and positions in Å:
N: -2.08673 0.02897 -1.37315
H: 0.96977 1.28608 -1.15239
H: 0.46868 -0.10490 -2.09107
O: 0.20066 1.27681 2.50342
H: 2.20435 -1.57923 2.14337
C: 0.18020 0.39746 1.47911
H: -2.00031 -0.48113 -2.23844
C: 0.14995 0.87675 -1.74015
H: -2.88534 -0.14753 -0.78083
C: 0.50776 -0.74711 1.07831
H: 2.37065 -1.50881 0.37733
C: 1.65948 -1.66911 1.19486
C: -1.07770 0.76928 -0.88504
O: -1.17781 1.23314 0.27877
H: 1.30607 -2.70162 1.10462
H: -0.07939 1.51857 -2.59770
H: -0.71030 1.55238 2.69897

Calculated values
HOMO energy: -7.40 eV
Gap between HOMO and LUMO: 8.1 eV
Largest force on an atom: 4.6 eV Å⁻¹
Net charge: 0
Energy relative to the best compared isomer or geometry (same formula, charge and spin): 398.1 kJ/mol
E_LUMO: 0.0274 Eh
Electronic energy: -10912.4492 eV

---

Record 2
DFT (ωB97M-V/def2-TZVPD) results for the molecule C15H12N2O2S at a distorted geometry.

Atoms and positions in Å:
H: -2.13165 -4.39024 -0.28052
H: 0.30415 -0.54257 0.73452
C: 4.17552 2.98679 3.76463
H: -4.02336 -3.84074 -3.45254
H: 5.01721 4.58331 2.46980
H: 4.75332 3.11313 4.70034
C: -2.02530 -0.78896 -1.73780
H: -0.59075 -2.69779 0.76144
C: -2.02946 -3.37167 -0.70259
S: 1.40901 3.32426 -0.55103
H: 1.33218 0.49333 2.01216
H: -2.11920 0.20864 -2.17665
C: 1.17706 1.77846 0.28021
N: -0.19336 1.46904 -1.66363
C: -3.79292 -4.10418 -2.42023
C: -2.90715 -1.73604 -2.26182
H: -3.33675 -5.11281 -2.38745
H: -3.62713 -1.49794 -3.02988
C: 1.66935 1.40928 1.54434
C: -1.15971 -2.43222 -0.13050
C: -1.12210 -1.13482 -0.67934
O: 3.40260 3.31425 1.70366
C: 0.22834 0.96224 -0.54690
C: 3.08103 2.05956 3.53643
O: 0.23082 3.33309 -2.89480
C: 4.31030 3.71841 2.62326
H: 2.68645 1.32867 4.20324
H: -4.75464 -4.06023 -1.87627
C: 0.38833 2.69025 -1.86584
C: -2.84681 -3.06805 -1.81676
N: -0.18281 -0.25824 -0.08775
C: 2.67745 2.26379 2.22827

Calculated values
HOMO energy: -8.15 eV
Gap between HOMO and LUMO: 7.4 eV
Largest force on an atom: 4.5 eV Å⁻¹
Net charge: 0
Energy relative to the best compared isomer or geometry (same formula, charge and spin): 78.6 kJ/mol
E_LUMO: -0.0286 Eh
Electronic energy: -33659.1017 eV

---

Record 3
DFT (ωB97M-V/def2-TZVPD) results for a cluster of 2 separate species, C13H18FN3O4S in total at a distorted geometry.

Atoms and positions in Å:
C: 0.20431 -2.89567 -2.61054
H: 0.62321 -2.17328 -3.29208
O: -1.55593 0.99160 -1.02351
C: 0.65237 2.47287 -1.09476
O: 2.15104 -2.53931 -1.14159
H: 4.36950 -0.24379 -1.43211
H: 0.18949 -2.08383 -0.63120
F: -1.65127 3.17161 -1.94886
N: 0.30018 0.02757 1.43686
C: 3.62953 -0.68228 -0.77616
H: 1.59828 -0.61137 -1.37176
C: -4.55048 -0.65528 3.97992
N: -2.76028 -0.25655 2.74168
N: 1.16831 1.25225 -3.32972
O: 3.21674 0.24663 0.21081
H: -3.28360 1.66463 1.98969
H: 2.66446 -1.19377 -2.63102
H: 4.10635 -1.51023 -0.28156
C: 0.77156 -2.80547 -1.19957
H: 0.32607 -3.89734 -2.98947
H: 0.63063 -3.75696 -0.71478
C: 2.92996 1.52540 -0.27911
C: 2.45972 -1.24021 -1.56952
H: 1.52914 2.73687 0.80321
C: 0.91691 1.84950 -2.36789
H: 0.81313 3.53576 -1.15777
H: -5.52249 1.29804 3.47185
H: -2.86240 -2.10205 3.79932
H: -5.24917 -1.13805 4.64214
H: -0.85802 -2.71286 -2.56497
O: -1.40026 2.90071 0.46567
H: 3.59783 2.19236 0.24518
C: -3.57219 0.83361 2.60918
H: -1.86687 -0.36875 2.29640
H: 3.14605 1.62898 -1.33394
C: 0.83772 0.84560 0.80617
S: -1.13088 2.30903 -0.78569
C: 1.47249 1.93436 0.09049
C: -4.69326 0.61882 3.36775
C: -3.34788 -1.16915 3.57126

Calculated values
HOMO energy: -7.81 eV
Gap between HOMO and LUMO: 7.7 eV
Largest force on an atom: 3.0 eV Å⁻¹
Net charge: 0
E_LUMO: -0.0056 Eh
Electronic energy: -39982.8462 eV

---

Record 4
DFT (ωB97M-V/def2-TZVPD) results for the molecule C9H12S at a distorted geometry.

Atoms and positions in Å:
C: -2.10731 1.66590 0.31448
C: -2.21320 0.41767 0.75654
C: -0.80193 0.32114 -1.05585
C: -0.95006 1.77061 -0.68331
C: 0.62085 -0.21489 -1.17325
H: -1.26510 2.42021 -1.54347
H: 3.52497 -1.04613 -0.08209
H: 0.88382 -0.34658 -2.19010
C: 1.20112 -0.65062 -0.07144
H: 2.36260 -1.80038 -1.25414
H: -0.11646 2.12542 -0.15930
S: -1.49357 -2.19668 0.04430
H: 1.55104 0.59504 1.57039
H: -2.90540 0.22122 1.60141
C: -1.45065 -0.57004 0.02399
H: -2.55847 2.51995 0.81301
H: 1.24042 -1.08183 2.01942
H: 2.52431 -2.25818 0.38145
C: 2.56360 -1.48616 -0.28382
H: -0.15984 -0.22441 1.56773
C: 0.88622 -0.24541 1.36859
H: -1.33696 0.06414 -1.96453

Calculated values
HOMO energy (alpha / beta): -8.26 / -8.26 eV
Gap between HOMO and LUMO (alpha / beta): 7.8 / 7.8 eV
Largest force on an atom: 3.9 eV Å⁻¹
Net charge: 0
Energy relative to the best compared isomer or geometry (same formula, charge and spin): 70.0 kJ/mol
E_LUMO (alpha / beta): -0.0151 / -0.0151 Eh
Electronic energy: -20359.9203 eV

---

Among the records above, which one has the lowest largest force on an atom?
C13H18FN3O4S